131
Properties=species:S:1:pos:R:3 method="wB97M-V/def2-TZVPD" largest_force_ev_per_a=7.2 homo_ev=-8.6 e_tot_ha=-3638.62737 charge=0
C -0.09381 1.81883 -6.22746
O 1.00140 0.97922 -5.85375
C 0.49985 -0.30217 -5.40360
C 0.04215 -0.15297 -3.89414
C 0.61843 -1.35357 -3.01203
C -0.53973 -2.39004 -2.59891
C -0.40428 -2.76624 -1.07790
C -1.65737 -2.55399 -0.14854
C -2.77750 -1.57508 -0.62710
C -2.46247 -0.03327 -0.65588
C -1.02024 0.45475 -0.29634
C -0.99808 1.49552 0.93035
C -0.42796 2.92054 0.51066
N 0.98399 3.10599 0.98766
S 1.21710 4.58208 1.83061
O 0.79367 5.78760 1.08107
O 2.67758 4.67301 2.09647
F 0.47521 4.54883 3.30147
S 2.14360 2.94061 -0.26993
O 2.41938 4.21498 -0.98151
O 1.78111 1.90105 -1.25274
F 3.52072 2.42317 0.47443
H -1.08699 1.48099 -5.81924
H -0.19202 1.89984 -7.34558
H 0.08758 2.84910 -5.80649
H 1.32132 -1.04576 -5.56390
H -0.36846 -0.57775 -6.07225
H 0.44499 0.81272 -3.48495
H -1.07432 -0.15057 -3.80679
H 1.11564 -0.88896 -2.12243
H 1.42139 -1.92784 -3.55325
H -0.30365 -3.32211 -3.19477
H -1.54288 -2.04593 -2.94845
H -0.12195 -3.85770 -1.01567
H 0.47123 -2.22566 -0.60635
H -1.28947 -2.24115 0.87494
H -2.13517 -3.56492 0.01963
H -3.17712 -1.86594 -1.64504
H -3.66449 -1.72674 0.06256
H -2.72095 0.36177 -1.68486
H -3.18913 0.49409 0.03238
H -0.24717 -0.31315 -0.06422
H -0.62378 1.04883 -1.17415
H -0.27059 1.09665 1.69849
H -2.00023 1.60901 1.41164
H -0.57700 3.16037 -0.57398
H -1.04904 3.67798 1.07912
C 3.15428 -3.93362 -3.34102
O 2.19813 -4.32329 -2.70309
N 4.45232 -4.16707 -3.02153
C 5.54641 -3.66982 -3.83059
C 4.75040 -4.94000 -1.83033
H 3.03650 -3.33894 -4.26153
H 6.14240 -4.51337 -4.18762
H 6.17444 -3.01400 -3.22280
H 5.17245 -3.11013 -4.68769
H 4.29429 -5.92842 -1.91806
H 4.32621 -4.43727 -0.95862
H 5.82733 -5.04365 -1.70508
C -4.56921 3.45419 0.48798
O -4.19767 2.29838 0.56764
N -5.03349 4.19732 1.52243
C -5.46005 5.57263 1.35310
C -5.10494 3.59428 2.84078
H -4.55542 4.00349 -0.46676
H -4.85087 6.21920 1.98899
H -6.50902 5.66221 1.64455
H -5.35064 5.88839 0.31593
H -4.10681 3.27217 3.14525
H -5.75610 2.71875 2.80223
H -5.49498 4.30873 3.56398
C -0.10233 -7.07799 -0.73052
O -1.01679 -6.27654 -0.70835
N 0.43701 -7.68113 0.35904
C 1.52690 -8.62899 0.24949
C -0.09620 -7.36422 1.67183
H 0.37461 -7.38615 -1.67345
H 1.20994 -9.59112 0.66053
H 2.38483 -8.25764 0.81642
H 1.81935 -8.76579 -0.79207
H -1.15884 -7.61818 1.69821
H 0.01098 -6.29304 1.85156
H 0.43379 -7.92226 2.44384
C -1.08050 -4.52843 3.75579
O -0.90801 -4.40589 2.56121
N -2.29085 -4.53543 4.37000
C -2.42696 -4.68620 5.80419
C -3.48578 -4.38663 3.55893
H -0.23801 -4.64748 4.45682
H -3.02130 -5.57804 6.01768
H -2.93284 -3.80765 6.21216
H -1.45091 -4.78709 6.27849
H -3.52934 -5.19709 2.82842
H -3.44145 -3.43677 3.02178
H -4.37567 -4.41112 4.18650
C 0.24397 -8.79406 -4.07422
O 1.11107 -9.31963 -3.40247
N -1.01744 -9.26551 -4.23100
C -1.99891 -8.58152 -5.04843
C -1.39392 -10.49388 -3.55718
H 0.42677 -7.85801 -4.62536
H -2.85569 -8.30822 -4.42823
H -2.32848 -9.24881 -5.84869
H -1.57624 -7.67888 -5.48876
H -1.26694 -10.36784 -2.47985
H -0.74214 -11.30356 -3.89202
H -2.43078 -10.74430 -3.77647
C 4.45057 8.47943 4.16219
O 5.25006 9.25347 4.64870
N 3.27402 8.10885 4.72883
C 2.36842 7.17885 4.08416
C 2.91459 8.66338 6.02015
H 4.62799 8.00279 3.18462
H 1.40595 7.67171 3.91970
H 2.22663 6.31053 4.73199
H 2.76694 6.84757 3.12745
H 2.86607 9.75208 5.94523
H 3.68048 8.39947 6.75230
H 1.94974 8.27565 6.34397
C 0.40810 12.18130 2.63512
O -0.60011 12.62069 2.12059
N 1.42190 11.57062 1.97103
C 2.59824 11.06895 2.65321
C 1.32255 11.41600 0.53181
H 0.58187 12.24770 3.72145
H 3.48388 11.56959 2.25550
H 2.68029 9.99326 2.47926
H 2.53688 11.25277 3.72576
H 1.22898 12.40042 0.06873
H 0.43105 10.83281 0.29219
H 2.20553 10.91100 0.14284